Here is a molecular structure, C41H79Cl24InNOS in a non-equilibrium geometry from the OMol25 dataset. Energies are from ωB97M-V/def2-TZVPD.

total charge = -1
max |F| = 1.00 eV Å⁻¹
HOMO energy = -4.333 eV

CARTESIAN COORDINATES (ANGSTROEM)
1 C 5.517 8.734 -2.759
2 H -3.679 -8.424 -4.410
3 C 2.873 2.416 3.576
4 Cl -1.442 -2.212 -2.310
5 Cl 1.443 0.522 -9.859
6 C -3.028 -1.286 3.572
7 H 5.228 7.727 -3.047
8 C 2.372 2.608 6.676
9 H 8.365 4.708 4.564
10 H -0.550 5.098 9.386
11 S -2.782 -4.155 0.850
12 C -2.156 -9.731 -3.680
13 C 1.697 -0.768 0.661
14 C 0.499 5.230 9.136
15 C -4.958 -4.831 -10.248
16 H 1.570 -0.261 -0.303
17 H 5.943 -3.034 -5.158
18 H 1.093 3.024 2.556
19 C 2.159 0.245 1.724
20 C 7.311 4.759 4.827
21 Cl 1.444 4.100 10.142
22 H -4.632 -3.844 -10.566
23 H -6.474 -6.281 -10.730
24 C -6.884 -5.384 6.210
25 H 0.651 4.934 8.098
26 C 4.329 9.660 -2.705
27 Cl -5.586 -3.031 -7.078
28 C 4.831 10.114 1.917
29 H 2.007 6.766 9.175
30 Cl 3.486 9.423 2.861
31 H 0.179 -2.191 0.236
32 H 3.424 2.793 6.916
33 C -0.420 -0.733 -8.293
34 H -6.846 -5.849 5.228
35 Cl 3.021 9.017 -1.681
36 Cl -6.936 -4.122 -2.025
37 C 5.704 -2.254 -4.437
38 H -5.854 -3.340 -4.757
39 C -2.589 0.311 1.675
40 H 6.540 -1.561 -4.379
41 H -0.432 -0.703 0.944
42 Cl 1.739 -2.917 -1.835
43 H -4.534 -4.999 -0.614
44 Cl 6.840 5.567 2.257
45 C -4.117 -2.120 -4.954
46 H -0.973 -1.652 -8.108
47 H -7.033 -4.604 -10.668
48 H 2.919 1.851 0.478
49 H 3.896 2.095 3.358
50 H 4.482 10.216 0.890
51 H -3.007 -1.307 4.663
52 H -3.871 -2.243 -3.900
53 H 5.048 11.100 2.320
54 H -5.444 -6.626 7.174
55 C -2.611 0.043 3.052
56 Cl 6.338 8.631 -1.180
57 H -6.524 -6.393 -2.497
58 C -0.092 -1.487 -3.213
59 C -2.203 1.536 1.165
60 H -2.606 0.955 -0.884
61 H -1.497 3.513 1.654
62 Cl -7.293 -3.664 5.982
63 H 3.884 3.656 5.004
64 H 6.800 9.623 1.257
65 C 2.880 3.585 4.581
66 H 1.460 0.193 2.561
67 C -2.223 1.079 3.903
68 C -6.212 -5.254 -10.965
69 H 0.226 -0.617 -2.641
70 C 6.048 9.229 1.935
71 H -1.276 -3.919 5.139
72 Cl 4.309 -1.356 -5.096
73 Cl 6.619 3.130 4.611
74 C -1.815 2.550 2.039
75 H 3.923 9.790 -3.707
76 H 2.236 1.540 6.475
77 Cl -1.242 -10.089 -2.194
78 H 2.613 3.658 1.889
79 In -1.730 -2.922 2.796
80 C 0.302 -2.221 2.333
81 H 0.936 -3.111 2.247
82 Cl -2.568 -2.043 -5.840
83 H -2.808 -3.191 -0.077
84 H -2.835 -7.804 -2.990
85 H -5.579 -5.010 7.882
86 H 1.785 2.832 7.564
87 H 6.263 -3.510 -2.814
88 H 3.157 -0.011 2.083
89 Cl -3.873 -5.319 -2.851
90 Cl 6.803 9.153 3.554
91 Cl 0.300 -0.232 -6.741
92 C 0.935 6.659 9.318
93 H -4.481 -6.709 -1.052
94 H 2.582 4.493 4.055
95 O 1.917 3.401 5.608
96 H -4.447 -4.206 -5.375
97 C -5.584 -5.569 6.949
98 Cl -4.552 -9.321 -2.426
99 H -1.200 2.039 -0.673
100 H -2.895 -0.470 0.985
101 H 5.805 8.212 1.640
102 H 0.154 -1.401 -10.235
103 C 0.365 -1.448 1.014
104 H -2.573 -10.666 -4.047
105 H 0.715 -3.378 -3.891
106 H 5.512 5.759 4.195
107 H 6.241 9.111 -3.479
108 C -3.230 -8.699 -3.457
109 H 7.224 5.007 5.883
110 H 2.405 1.576 4.094
111 C 1.042 -2.461 -3.405
112 C -6.286 -5.747 -1.655
113 H -2.815 2.677 -0.528
114 Cl 5.217 -1.672 -1.808
115 H -7.698 -5.830 6.780
116 C 6.584 5.793 4.010
117 C -4.982 -3.263 -5.404
118 H -2.245 0.912 4.974
119 Cl -4.178 -5.051 5.987
120 C 2.116 1.686 1.199
121 H 6.946 6.794 4.245
122 C 2.122 2.768 2.296
123 H -2.554 -4.680 4.563
124 H -5.141 -4.807 -9.177
125 Cl -3.608 -5.966 -10.524
126 C -4.807 -5.724 -1.380
127 H 2.469 -1.523 0.490
128 Cl 0.538 7.291 10.940
129 H -0.461 -1.158 -4.181
130 C -2.205 1.795 -0.320
131 H 1.389 -1.668 -8.995
132 H -6.811 -6.108 -0.774
133 H -1.547 3.100 4.097
134 H 4.519 -3.488 -3.117
135 H -4.617 -1.164 -5.090
136 C 5.420 -2.879 -3.095
137 C -1.833 2.315 3.407
138 H -1.444 -9.353 -4.412
139 H -4.057 -1.494 3.267
140 H 0.419 7.289 8.597
141 H 0.681 -1.665 3.196
142 C 0.626 -0.980 -9.349
143 H -1.122 0.039 -8.598
144 Cl -6.059 -5.123 -12.739
145 H 1.153 1.766 0.686
146 H 1.815 -1.997 -4.016
147 N -1.598 -4.429 4.317
148 H 4.609 10.634 -2.311